The following is a DFT calculation (ωB97M-V/def2-TZVPD) of a 9-piece molecular cluster, C22H68N5O9 overall at a distorted geometry.

As for the calculated total energy: -49781.0403 eV. Its energy relative to the best compared isomer or geometry (same formula, charge and spin) is 0.0 kcal/mol. The lowest unoccupied orbital energy is -0.153 hartree.

Geometry as ORCA input:
```
! wB97M-V def2-TZVPD RIJCOSX def2/J DEFGRID3
* xyz 1 1
O -0.190 0.662 5.126
H 0.029 0.530 4.201
H 0.579 0.309 5.578
H -0.976 0.188 5.407
O -2.308 -1.223 2.778
H -1.499 -0.858 2.412
H -3.078 -0.860 2.334
H -2.278 -1.333 3.731
C 0.396 0.920 0.321
C -0.035 1.231 1.756
O 0.155 0.100 2.586
H 1.430 0.646 0.108
H 0.263 1.792 -0.320
H -0.269 0.101 0.045
H -1.077 1.542 1.680
H 0.450 2.110 2.181
C -0.120 -3.608 1.965
C 0.830 -4.726 1.537
C 1.457 -4.715 0.093
O 0.447 -4.499 -0.933
C -0.341 -5.668 -1.155
N 1.979 -4.670 2.489
H 0.303 -2.604 1.988
H -0.485 -3.868 2.959
H -0.984 -3.531 1.305
H 0.225 -5.630 1.466
H 1.860 -5.725 0.023
H 2.252 -3.976 -0.004
H -1.060 -5.394 -1.927
H -1.016 -5.966 -0.353
H 0.159 -6.501 -1.648
H 1.725 -4.692 3.466
H 2.292 -3.710 2.507
C -3.519 2.914 -2.199
C -2.455 2.885 -3.336
C -1.592 4.145 -3.300
O -2.193 5.398 -3.474
C -2.715 5.619 -4.771
N -1.691 1.710 -3.180
H -3.209 3.213 -1.197
H -3.980 1.939 -2.037
H -4.253 3.673 -2.470
H -3.020 2.809 -4.265
H -0.718 4.049 -3.945
H -1.214 4.028 -2.284
H -3.526 4.911 -4.947
H -2.019 5.549 -5.607
H -3.292 6.543 -4.802
H -1.147 1.696 -2.329
H -1.093 1.568 -3.981
C 0.777 -0.628 -3.048
C 1.982 -1.341 -3.770
C 1.777 -2.875 -3.863
O 2.702 -3.502 -4.771
C 3.827 -4.033 -4.051
N 2.161 -0.739 -5.137
H -0.051 -0.494 -3.744
H 1.082 0.353 -2.683
H 0.349 -1.233 -2.249
H 2.811 -1.187 -3.080
H 0.754 -3.167 -4.099
H 1.917 -3.330 -2.883
H 4.248 -4.788 -4.715
H 3.532 -4.618 -3.180
H 4.497 -3.225 -3.760
H 1.348 -0.850 -5.726
H 2.885 -1.375 -5.437
C 5.667 2.142 1.164
C 4.801 1.950 2.401
C 3.428 2.637 2.283
O 3.602 4.058 2.164
C 2.329 4.646 2.253
N 4.790 0.496 2.475
H 5.566 1.580 0.236
H 6.725 2.096 1.423
H 5.640 3.142 0.732
H 5.299 2.448 3.233
H 2.840 2.341 3.151
H 2.894 2.199 1.439
H 2.505 5.721 2.291
H 1.776 4.476 3.177
H 1.612 4.416 1.465
H 4.437 0.178 1.584
H 5.735 0.139 2.482
C -4.307 1.567 3.304
C -5.089 0.602 2.370
C -4.675 0.566 0.906
O -3.431 -0.005 0.795
C -3.097 -0.299 -0.511
N -5.029 -0.775 2.981
H -3.240 1.344 3.298
H -4.619 1.510 4.346
H -4.445 2.534 2.820
H -6.138 0.895 2.321
H -4.475 1.593 0.601
H -5.467 0.017 0.396
H -2.431 -1.162 -0.479
H -2.395 0.456 -0.864
H -3.959 -0.334 -1.177
H -5.563 -1.352 2.347
H -5.431 -0.767 3.908
O 2.690 -1.395 3.184
H 3.435 -0.795 3.185
H 1.943 -0.852 2.932
*
```


The following is a DFT calculation (ωB97M-V/def2-TZVPD) of a 7-piece molecular cluster, C16H30Br4O11 overall at a distorted geometry.

As for the calculated total energy: -319772.3731 eV. Its SMILES is C[C@H]1COC(=O)O1.C[C@H]1COC(=O)O1.C[C@H]1COC(=O)O1.BrCCBr.BrCCBr.O.O. The lowest unoccupied orbital energy is 0.010 hartree.

Geometry as ORCA input:
```
! wB97M-V def2-TZVPD RIJCOSX def2/J DEFGRID3
* xyz 0 1
Br 15.386 -11.031 16.729
C 14.640 -12.686 15.997
C 15.656 -13.398 15.150
Br 15.778 -12.539 13.393
H 13.727 -12.493 15.445
H 14.286 -13.273 16.845
H 15.363 -14.433 14.994
H 16.660 -13.458 15.549
Br 12.820 -21.148 16.718
C 14.355 -19.937 16.718
C 15.551 -20.727 17.151
Br 17.101 -19.520 17.251
H 14.149 -19.122 17.402
H 14.437 -19.570 15.705
H 15.839 -21.442 16.391
H 15.522 -21.149 18.142
C 13.669 -11.479 19.956
C 13.715 -12.943 20.188
C 14.903 -13.425 21.077
O 14.286 -13.965 22.251
C 12.934 -13.976 22.102
O 12.199 -14.472 22.877
O 12.580 -13.327 20.978
H 14.586 -11.154 19.464
H 13.664 -10.870 20.865
H 12.814 -11.193 19.347
H 13.801 -13.477 19.255
H 15.665 -12.690 21.331
H 15.395 -14.248 20.546
C 9.874 -14.186 11.430
C 11.278 -14.204 11.949
C 11.476 -13.436 13.268
O 12.317 -14.283 14.044
C 12.304 -15.536 13.515
O 12.846 -16.485 13.971
O 11.691 -15.544 12.319
H 9.160 -14.569 12.153
H 9.840 -14.853 10.567
H 9.518 -13.200 11.139
H 11.945 -13.914 11.134
H 10.508 -13.322 13.768
H 11.838 -12.433 13.048
C 8.428 -17.183 15.878
C 9.167 -16.977 17.167
C 10.046 -18.184 17.575
O 11.351 -17.659 17.658
C 11.345 -16.335 17.493
O 12.233 -15.607 17.692
O 10.130 -15.913 17.067
H 7.715 -18.000 15.995
H 9.106 -17.401 15.051
H 7.859 -16.289 15.623
H 8.441 -16.810 17.965
H 10.021 -18.964 16.813
H 9.688 -18.598 18.516
O 17.020 -16.089 14.972
H 17.238 -16.433 15.846
H 16.115 -16.393 14.829
O 14.460 -16.558 16.280
H 13.969 -15.969 16.882
H 13.819 -16.792 15.579
*
```


The following is a DFT calculation (ωB97M-V/def2-TZVPD) of a 2-piece molecular cluster, C3H6OS overall at a distorted geometry.

As for the calculated total energy: -16085.1604 eV. Its energy relative to the best compared isomer or geometry (same formula, charge and spin) is 134.4 kcal/mol. The lowest unoccupied orbital energy (spin up / spin down) is -0.001 / -0.065 hartree.

Geometry as ORCA input:
```
! wB97M-V def2-TZVPD RIJCOSX def2/J DEFGRID3
* xyz 0 1
C 0.329 0.166 -0.362
C -0.067 1.017 -1.153
C 1.740 0.019 0.224
O -2.046 -0.458 0.928
S -3.086 -0.127 -0.438
H -0.313 -0.508 0.173
H -0.581 1.671 -1.731
H 2.169 -1.028 0.108
H 2.393 0.736 -0.195
H 1.506 -0.092 1.377
H -2.044 -1.397 1.070
*
```


The following is a DFT calculation (ωB97M-V/def2-TZVPD) of one molecule with the formula C4H5NO2S at a distorted geometry.

As for the calculated total energy: -20648.9716 eV. Its energy relative to the best compared isomer or geometry (same formula, charge and spin) is 27.9 kcal/mol. Its SMILES is CC(=S)N(C=O)C=O. The lowest unoccupied orbital energy is -0.024 hartree.

Geometry as ORCA input:
```
! wB97M-V def2-TZVPD RIJCOSX def2/J DEFGRID3
* xyz 0 1
C 1.222 1.638 0.479
C 0.863 0.243 0.095
C -1.539 0.871 -0.160
C -0.937 -1.428 0.233
H 0.595 1.990 1.336
H 2.301 1.665 0.738
H 1.053 2.342 -0.328
H -2.531 0.381 -0.106
H -0.121 -2.113 0.494
N -0.509 -0.079 0.061
O -1.349 2.043 -0.378
O -2.091 -1.767 0.108
S 2.008 -0.866 -0.267
*
```


The following is a DFT calculation (ωB97M-V/def2-TZVPD) of a 11-piece molecular cluster, C42H66F2N4O16S5 overall at a distorted geometry.

As for the calculated total energy: -142952.5201 eV. Its SMILES is O=C1OC[C@@H](F)O1.O=C1OC[C@@H](F)O1.O=S1(=O)CCCC1.O=S1(=O)CCCC1.O=S1(=O)CCCC1.O=S1(=O)CCCC1.O=S1(=O)CCCC1.c1cc[nH]c1.c1cc[nH]c1.c1cc[nH]c1.c1cc[nH]c1. The lowest unoccupied orbital energy is 0.010 hartree.

Geometry as ORCA input:
```
! wB97M-V def2-TZVPD RIJCOSX def2/J DEFGRID3
* xyz 0 1
N 0.561 4.724 4.193
C 1.044 5.895 4.634
C 2.352 5.735 5.080
C 2.678 4.378 4.867
C 1.544 3.750 4.455
H -0.372 4.396 4.011
H 0.360 6.719 4.671
H 2.949 6.534 5.461
H 3.670 3.969 4.950
H 1.365 2.712 4.156
N 1.196 -0.739 3.699
C 0.759 -0.936 4.979
C -0.019 -2.046 4.966
C 0.004 -2.550 3.616
C 0.786 -1.715 2.881
H 1.905 -0.055 3.396
H 0.856 -0.176 5.735
H -0.550 -2.588 5.763
H -0.478 -3.408 3.251
H 0.978 -1.618 1.838
N -7.090 0.460 0.402
C -8.264 0.216 1.115
C -7.924 -0.624 2.153
C -6.577 -0.944 2.003
C -6.094 -0.286 0.902
H -6.972 1.208 -0.275
H -9.176 0.765 0.870
H -8.526 -0.958 3.026
H -6.035 -1.671 2.642
H -5.093 -0.153 0.597
N -3.472 1.270 3.378
C -3.511 2.389 2.591
C -2.245 2.686 2.276
C -1.413 1.717 2.886
C -2.171 0.864 3.573
H -4.269 0.707 3.668
H -4.364 2.947 2.339
H -1.842 3.450 1.596
H -0.369 1.731 2.684
H -2.006 0.013 4.231
C 1.698 -4.064 -3.585
C 2.630 -2.864 -3.616
O 1.845 -1.848 -2.929
C 0.639 -2.287 -2.600
O -0.196 -1.656 -2.005
O 0.506 -3.522 -3.015
F 2.854 -2.537 -4.919
H 2.123 -4.865 -2.977
H 1.360 -4.439 -4.539
H 3.540 -3.000 -3.014
C -1.657 0.530 -0.383
C -1.324 1.614 -1.384
O -2.402 2.466 -1.383
C -3.479 1.701 -1.101
O -4.602 1.949 -1.305
O -3.073 0.637 -0.389
F -1.178 1.212 -2.704
H -1.227 0.897 0.627
H -1.350 -0.411 -0.630
H -0.486 2.168 -1.162
C 4.701 1.408 -1.258
C 3.546 0.781 -2.024
C 2.323 0.531 -1.103
S 2.651 1.479 0.388
O 3.100 0.399 1.344
O 1.586 2.384 0.730
C 4.125 2.357 -0.186
H 5.240 2.056 -1.959
H 5.372 0.691 -0.898
H 3.834 -0.160 -2.542
H 3.228 1.410 -2.877
H 2.371 -0.488 -0.620
H 1.380 0.714 -1.608
H 4.824 2.522 0.653
H 3.758 3.191 -0.675
C -0.825 1.116 -5.830
C -1.341 0.705 -7.218
C -1.412 -0.794 -7.082
S 0.235 -1.230 -6.422
O 1.182 -1.048 -7.503
O 0.127 -2.572 -5.835
C 0.333 0.104 -5.305
H -1.648 1.014 -5.146
H -0.472 2.138 -5.842
H -0.744 1.003 -8.074
H -2.319 1.030 -7.366
H -1.447 -1.459 -7.988
H -2.113 -1.202 -6.317
H 1.297 0.520 -5.350
H 0.051 -0.109 -4.309
C -1.017 6.043 0.018
C -0.605 7.114 -0.992
C 0.131 6.358 -2.107
S 1.019 5.056 -1.277
O 2.372 5.488 -1.019
O 0.874 3.747 -1.880
C 0.170 5.155 0.248
H -1.789 5.499 -0.521
H -1.416 6.471 0.980
H 0.161 7.730 -0.508
H -1.395 7.667 -1.479
H 0.883 6.990 -2.641
H -0.556 5.862 -2.742
H 0.787 5.582 1.027
H -0.079 4.069 0.558
C -2.502 -4.382 0.578
C -1.149 -3.971 0.124
C -0.299 -5.263 -0.118
S -0.875 -6.390 1.090
O 0.075 -6.491 2.228
O -1.278 -7.630 0.415
C -2.353 -5.500 1.592
H -3.066 -4.763 -0.264
H -3.062 -3.589 1.020
H -0.540 -3.418 0.804
H -1.151 -3.437 -0.815
H 0.727 -5.022 0.021
H -0.537 -5.662 -1.145
H -2.109 -5.166 2.664
H -3.133 -6.266 1.649
C 3.721 -3.719 2.912
C 4.297 -5.049 2.385
C 3.673 -5.230 1.004
S 3.745 -3.576 0.264
O 2.424 -3.234 -0.293
O 4.828 -3.450 -0.682
C 3.986 -2.758 1.740
H 4.375 -3.398 3.673
H 2.700 -3.839 3.233
H 4.170 -5.999 2.987
H 5.402 -5.016 2.167
H 2.617 -5.361 1.112
H 4.104 -6.055 0.454
H 3.399 -1.851 1.771
H 4.931 -2.288 1.743
*
```


The following is a DFT calculation (ωB97M-V/def2-TZVPD) of C8H13BrNO5 as an isolated structure at a distorted geometry.

As for the calculated total energy: -90267.1225 eV. Its energy relative to the best compared isomer or geometry (same formula, charge and spin) is 17.8 kcal/mol. The lowest unoccupied orbital energy is -0.175 hartree.

Geometry as ORCA input:
```
! wB97M-V def2-TZVPD RIJCOSX def2/J DEFGRID3
* xyz 1 1
C 0.031 -0.853 -1.033
C 1.878 0.328 0.377
C -2.407 0.153 -0.288
C -0.412 -1.262 -2.412
C 4.140 -0.450 0.619
C -4.381 0.338 1.087
C 1.118 1.659 0.196
C -0.924 0.416 -0.259
N -0.293 1.442 0.218
O 1.342 -0.590 -0.741
O 1.670 -0.234 1.588
O -3.048 -0.294 -1.200
O 3.198 0.364 -0.027
O -3.012 0.685 0.772
Br -0.859 -2.002 0.472
H -1.495 -1.201 -2.535
H 0.012 -2.206 -2.659
H 0.021 -0.605 -3.043
H 4.012 -1.542 0.902
H 4.445 -0.026 1.615
H 5.003 -0.512 0.068
H -4.593 0.823 2.027
H -4.534 -0.693 1.158
H -5.141 0.825 0.355
H 1.480 2.055 -0.897
H 1.465 2.404 0.913
H 2.101 -1.066 1.926
H -0.820 2.043 0.799
*
```


The following is a DFT calculation (ωB97M-V/def2-TZVPD) of one molecule with the formula C6H11N at a distorted geometry.

As for the calculated total energy: -7889.8167 eV. Its energy relative to the best compared isomer or geometry (same formula, charge and spin) is 16.5 kcal/mol. Its SMILES is CCC[C@@H](C)C#N. The lowest unoccupied orbital energy is 0.036 hartree.

Geometry as ORCA input:
```
! wB97M-V def2-TZVPD RIJCOSX def2/J DEFGRID3
* xyz 0 1
C -2.090 0.489 -0.686
C -1.355 -0.704 -0.057
C 0.120 -0.862 -0.498
C 0.998 -0.275 0.634
C 2.379 0.237 0.229
C 0.273 0.925 1.090
N -0.257 1.950 1.162
H -1.865 1.368 -0.071
H -1.744 0.734 -1.697
H -3.172 0.325 -0.714
H -1.308 -0.468 1.021
H -1.914 -1.639 -0.125
H 0.391 -1.908 -0.698
H 0.323 -0.306 -1.424
H 1.070 -1.014 1.443
H 2.997 -0.544 -0.214
H 2.254 1.047 -0.496
H 2.899 0.645 1.101
*
```


The following is a DFT calculation (ωB97M-V/def2-TZVPD) of one molecule with the formula C4H6O2S4 at a distorted geometry.

As for the calculated total energy: -51680.2748 eV. Its energy relative to the best compared isomer or geometry (same formula, charge and spin) is 0.0 kcal/mol. Its SMILES is OC(=S)[C@@H](S)[C@@H](S)C(O)=S. The lowest unoccupied orbital energy is -0.016 hartree.

Geometry as ORCA input:
```
! wB97M-V def2-TZVPD RIJCOSX def2/J DEFGRID3
* xyz 0 1
S -1.510 1.783 -1.668
S 2.571 0.062 -1.457
O -1.241 -0.831 -1.750
O 1.912 1.844 0.342
S -1.831 -0.769 1.468
S 0.797 -2.081 0.177
C -1.125 0.293 -0.992
C 1.768 0.571 -0.110
C -0.657 0.243 0.475
C 0.761 -0.303 0.621
H -0.862 -1.562 -1.238
H 2.387 2.328 -0.353
H -2.967 -0.141 1.102
H -0.331 -2.460 0.858
H -0.677 1.270 0.837
H 1.003 -0.245 1.689
*
```


The following is a DFT calculation (ωB97M-V/def2-TZVPD) of C18H30FN5O3S as an isolated structure at a distorted geometry.

As for the calculated total energy: -46298.3897 eV. The lowest unoccupied orbital energy is -0.005 hartree.

Geometry as ORCA input:
```
! wB97M-V def2-TZVPD RIJCOSX def2/J DEFGRID3
* xyz 0 1
C -2.164 4.962 -1.173
C -2.224 3.513 -0.643
F -2.804 2.698 -1.627
C -0.898 2.980 -0.076
C 0.130 2.532 -1.114
C 1.521 2.956 -0.919
C 2.539 2.590 -1.742
C 2.262 1.743 -2.882
N 3.165 1.282 -3.763
S 2.259 0.394 -4.784
N 0.749 0.560 -4.206
C 0.885 1.328 -3.108
C -0.138 1.754 -2.195
H -1.903 5.011 -2.244
H -3.196 5.361 -1.110
H -1.549 5.618 -0.540
H -2.938 3.525 0.204
H -1.040 2.177 0.666
H -0.437 3.812 0.489
H 1.801 3.585 -0.064
H 3.575 2.902 -1.571
H -1.151 1.392 -2.390
C -3.408 1.188 2.783
O -2.526 1.785 2.187
N -4.575 0.802 2.244
C -5.580 0.093 3.010
C -4.836 1.102 0.846
H -3.308 0.910 3.844
H -5.768 -0.878 2.547
H -6.505 0.674 3.021
H -5.244 -0.061 4.034
H -4.068 0.638 0.225
H -4.798 2.182 0.693
H -5.814 0.727 0.557
C -1.226 -1.320 0.838
O -2.236 -1.950 1.110
N -0.088 -1.850 0.348
C 1.075 -1.031 0.049
C -0.022 -3.279 0.110
H -1.168 -0.228 0.980
H 1.317 -1.129 -1.009
H 1.918 -1.373 0.646
H 0.876 0.016 0.275
H -0.797 -3.566 -0.603
H -0.201 -3.813 1.046
H 0.956 -3.546 -0.285
C 4.408 -3.237 -0.747
O 3.403 -2.553 -0.806
N 4.772 -3.985 0.313
C 5.985 -4.779 0.317
C 3.919 -3.994 1.489
H 5.121 -3.298 -1.586
H 5.731 -5.831 0.465
H 6.634 -4.447 1.131
H 6.517 -4.671 -0.627
H 2.925 -4.354 1.216
H 3.823 -2.979 1.877
H 4.342 -4.639 2.256
*
```


Repeat the sixth record exactly.
The following is a DFT calculation (ωB97M-V/def2-TZVPD) of C8H13BrNO5 as an isolated structure at a distorted geometry.

As for the calculated total energy: -90267.1225 eV. Its energy relative to the best compared isomer or geometry (same formula, charge and spin) is 17.8 kcal/mol. The lowest unoccupied orbital energy is -0.175 hartree.

Geometry as ORCA input:
```
! wB97M-V def2-TZVPD RIJCOSX def2/J DEFGRID3
* xyz 1 1
C 0.031 -0.853 -1.033
C 1.878 0.328 0.377
C -2.407 0.153 -0.288
C -0.412 -1.262 -2.412
C 4.140 -0.450 0.619
C -4.381 0.338 1.087
C 1.118 1.659 0.196
C -0.924 0.416 -0.259
N -0.293 1.442 0.218
O 1.342 -0.590 -0.741
O 1.670 -0.234 1.588
O -3.048 -0.294 -1.200
O 3.198 0.364 -0.027
O -3.012 0.685 0.772
Br -0.859 -2.002 0.472
H -1.495 -1.201 -2.535
H 0.012 -2.206 -2.659
H 0.021 -0.605 -3.043
H 4.012 -1.542 0.902
H 4.445 -0.026 1.615
H 5.003 -0.512 0.068
H -4.593 0.823 2.027
H -4.534 -0.693 1.158
H -5.141 0.825 0.355
H 1.480 2.055 -0.897
H 1.465 2.404 0.913
H 2.101 -1.066 1.926
H -0.820 2.043 0.799
*
```